CH3O4 | ωB97M-V/def2-TZVPD

Structure (XYZ):
```
8
Properties=species:S:1:pos:R:3:mulliken_charge:R:1
C -0.81174 0.17672 -0.28800 0.0040
O 2.85528 -0.03563 0.07208 -0.1148
O -1.04030 -1.02602 0.10702 -0.3053
O 0.82074 0.63735 0.12951 -0.1022
O 1.65590 -0.27794 -0.00097 0.5450
H -1.17753 0.94417 0.42169 0.2591
H -0.88462 0.45381 -1.38354 0.3250
H -1.41773 -0.87245 0.94222 0.3892
```

Values from the calculation:
* total energy: -340.24321 Eh
* charge: +1
* F_max: 3.54 eV Å⁻¹
* multiplicity: 1



C3H11N3O | ωB97M-V/def2-TZVPD

Structure (XYZ):
```
18
Properties=species:S:1:pos:R:3:mulliken_charge:R:1
C 2.39870 0.47983 -1.54702 -0.8242
C 1.04424 0.96838 -1.13430 -0.5209
N 0.48233 0.03531 -0.10174 -0.3432
C -0.02684 -1.29808 -0.28974 0.5388
N -1.07478 -1.27622 -1.25273 -0.6025
N 0.55724 -2.38410 0.14964 -0.6742
H 2.20120 -0.33015 -2.40908 0.1833
H 3.01897 1.30656 -2.11807 0.3408
H 2.86421 0.20243 -0.58697 0.2874
H 0.45860 1.13764 -2.03306 0.2522
H 1.32011 1.96558 -0.75012 0.3039
H 1.18718 -0.05806 0.64979 0.2948
H -0.88427 -0.51603 -1.91731 0.2759
H -1.09347 -2.23169 -1.75940 0.2641
H -0.04962 -3.26418 0.04716 0.2238
H -3.78106 1.46237 4.42682 0.3127
H -4.14670 2.24807 5.57476 0.3077
O -4.47604 1.55234 5.05138 -0.6204
```

Values from the calculation:
* total energy: -360.35698 Eh
* SMILES: [H]/N=C(\N)NCC.O
* F_max: 3.48 eV Å⁻¹
* multiplicity: 1



C28H20BrClHfN4O2Se | ωB97M-V/def2-TZVPD

Structure (XYZ):
```
58
Properties=species:S:1:pos:R:3:mulliken_charge:R:1
Hf 0.16075 -0.18750 0.06814 1.4154
N -1.58348 -1.81838 0.44970 -0.5395
C -1.38612 -2.44791 1.75112 0.7461
C -2.09099 -3.55089 2.14914 -0.5613
C -1.89136 -4.11038 3.42454 -0.7865
C -0.99647 -3.54765 4.28923 -0.9415
C -0.25170 -2.40995 3.90419 0.2722
C 0.69163 -1.78892 4.75030 -0.3806
C 1.39458 -0.69552 4.31325 -1.0722
C 1.16819 -0.22267 3.02336 -0.1110
N 0.28250 -0.77318 2.19204 0.1340
C -0.44213 -1.86434 2.61586 -0.0290
H -1.61381 -2.53874 -0.27092 0.3540
H -2.50117 -1.37509 0.43107 0.4004
H -2.81628 -3.99854 1.47969 0.5020
H -2.45958 -4.98345 3.71241 0.4345
H -0.84256 -3.96463 5.27586 0.4569
H 0.85310 -2.18970 5.74336 0.4915
H 2.12540 -0.20350 4.93782 0.4542
H 1.72483 0.62666 2.64149 0.5859
Cl 0.96796 2.39001 -6.56718 -0.1645
C 1.20473 2.36653 -4.86935 0.3443
C 2.04629 3.29644 -4.27031 -0.7170
C 2.23599 3.26023 -2.90293 -0.6887
C 1.58789 2.31302 -2.11236 0.8077
C 0.74804 1.38172 -2.73349 0.9236
C 0.55548 1.40691 -4.10206 -1.7768
C 1.87031 2.35354 -0.64674 0.0689
O 2.71881 3.01919 -0.13647 -0.5535
O 1.18154 1.43811 0.08226 -0.4522
H 2.54732 4.03652 -4.87822 0.4654
H 2.89055 3.97308 -2.42019 0.5184
H 0.21515 0.57903 -2.19905 0.5244
H -0.08223 0.68078 -4.58783 0.4359
Br 4.05630 -4.27515 -3.81489 -0.0996
C 2.99709 -3.22508 -2.66998 -0.0027
C 3.44172 -1.97201 -2.26967 -0.7600
C 2.65184 -1.20265 -1.43527 -0.3590
C 1.38602 -1.63631 -0.98651 0.9907
C 0.98735 -2.92107 -1.40566 -0.2851
C 1.77344 -3.70919 -2.22527 -0.8287
H 4.40212 -1.60703 -2.60755 0.4666
H 3.03651 -0.22852 -1.15079 0.3715
H 0.04491 -3.35716 -1.08768 0.1286
H 1.44382 -4.69429 -2.52619 0.4546
Se -2.87430 0.76200 -1.90430 0.3243
N -1.77181 0.96971 -0.47567 -0.5175
C -2.20221 2.03064 0.21976 1.4408
C -1.61958 2.56493 1.39472 -0.2304
C -2.20915 3.65162 1.96546 -0.8405
C -3.38524 4.26321 1.42862 -0.5603
C -3.97295 3.78960 0.30537 -0.7461
C -3.39188 2.65400 -0.33374 0.4049
N -3.86930 2.10712 -1.43205 -0.6511
H -0.71266 2.14409 1.80814 0.3676
H -1.77201 4.08266 2.85657 0.4501
H -3.79611 5.12365 1.93788 0.4261
H -4.85706 4.23440 -0.12902 0.4935
```

Values from the calculation:
* total energy: -6931.73629 Eh
* charge: +2
* F_max: 1.15 eV Å⁻¹
* multiplicity: 1



Question: What is the multiplicity in the second record?
Answer: 1



Question: Which of these has the highest total energy?
Answer: CH3O4



Copy entry 2 word for word.
C3H11N3O | ωB97M-V/def2-TZVPD

Structure (XYZ):
```
18
Properties=species:S:1:pos:R:3:mulliken_charge:R:1
C 2.39870 0.47983 -1.54702 -0.8242
C 1.04424 0.96838 -1.13430 -0.5209
N 0.48233 0.03531 -0.10174 -0.3432
C -0.02684 -1.29808 -0.28974 0.5388
N -1.07478 -1.27622 -1.25273 -0.6025
N 0.55724 -2.38410 0.14964 -0.6742
H 2.20120 -0.33015 -2.40908 0.1833
H 3.01897 1.30656 -2.11807 0.3408
H 2.86421 0.20243 -0.58697 0.2874
H 0.45860 1.13764 -2.03306 0.2522
H 1.32011 1.96558 -0.75012 0.3039
H 1.18718 -0.05806 0.64979 0.2948
H -0.88427 -0.51603 -1.91731 0.2759
H -1.09347 -2.23169 -1.75940 0.2641
H -0.04962 -3.26418 0.04716 0.2238
H -3.78106 1.46237 4.42682 0.3127
H -4.14670 2.24807 5.57476 0.3077
O -4.47604 1.55234 5.05138 -0.6204
```

Values from the calculation:
* total energy: -360.35698 Eh
* SMILES: [H]/N=C(\N)NCC.O
* F_max: 3.48 eV Å⁻¹
* multiplicity: 1



Question: The highest F_max belongs to which entry?
Answer: CH3O4